(1)
Here is a structure of composition C37H37Cl6GeN2O4P2SeY in a non-equilibrium geometry from the Open Molecules 2025 dataset. Energies are from wB97M-V/def2-TZVPD.

Atoms and positions in Å:
H1 -2.1575 -4.3612 -1.1012
Cl1 -1.6552 3.1035 -0.9754
C1 0.1885 1.0362 3.3450
C2 -5.7222 1.1276 -1.3284
H2 -1.4192 3.6408 1.9645
Cl2 -7.2301 0.4316 -1.4654
Ge1 -4.3739 -4.8092 -2.3671
C3 -4.3809 3.1845 -1.4298
C4 -5.1800 -3.4263 -3.5393
H3 -4.1978 -6.3721 -4.3834
C5 -3.3490 1.0045 -0.9899
H4 2.3900 2.6523 3.0089
H5 0.1110 -3.6258 -2.0887
Cl3 -4.7403 -1.3010 -0.3794
C6 4.1713 -0.6655 1.6794
C7 -2.4105 -4.4730 -2.1866
C8 -1.5323 1.8047 4.8177
H6 3.8727 2.7352 1.9830
P1 2.8484 -0.1581 0.5301
H7 -5.7860 -6.6062 -3.5930
C9 -1.9445 2.7647 3.8755
C10 4.1795 -1.0186 -1.6967
C11 4.7283 -2.0760 3.5591
H8 5.1396 2.4978 -2.9925
H9 5.7359 0.7274 0.9959
H10 -2.8176 3.3942 4.0737
C12 -5.1238 -4.8672 -0.4751
C13 4.8872 0.4471 -3.4590
H11 -4.3402 -4.9975 0.2544
H12 1.2057 4.4355 2.8837
C14 -4.7109 -6.4720 -3.4423
C15 1.1391 3.8749 0.7352
H13 -2.0713 1.7260 5.7507
P2 0.8185 2.0959 0.8933
C16 1.2662 4.2992 -0.5693
H14 5.2893 0.5573 -4.4490
H15 4.2253 2.2762 -0.6396
H16 -5.6631 -3.9384 -0.2239
C17 -0.1921 1.9361 2.3679
O1 -1.7814 -3.0435 2.4358
O2 0.3137 -1.9796 2.1037
O3 -1.6953 -0.8566 1.3740
H17 0.3083 -3.9586 -3.8368
H18 -0.0984 0.2959 5.2505
C18 1.5305 6.5342 0.1944
C19 -3.2205 2.4002 -1.1980
Cl4 -4.2152 4.8868 -1.5984
N1 2.3334 1.4580 1.2358
Y1 -1.9554 -0.9733 -1.0340
H19 0.9602 0.3549 3.0848
H20 2.7378 -1.9814 2.6761
C20 1.2054 4.7857 1.8355
H21 4.8376 -1.7495 -3.5431
C21 6.3848 -0.5609 2.6125
C22 -0.2037 0.4126 -1.6955
H22 1.4546 6.9318 2.2755
C23 -1.2838 2.8203 2.6464
H23 -4.7912 -2.4464 -3.1750
C24 3.8027 -1.5959 2.6429
C25 1.4308 5.6483 -0.8508
H24 3.4873 1.3328 3.0065
H25 1.3119 5.9611 -1.8681
C26 6.0058 -1.5503 3.5650
H26 3.9733 -2.0222 -1.2717
H27 6.8212 -1.9525 4.1271
C27 4.3150 1.4219 -1.2956
C28 -5.6129 2.5191 -1.6199
C29 0.0129 -3.2088 -3.1171
H28 1.2497 3.5732 -1.3739
C30 -4.5560 0.4304 -0.9467
H29 -4.8386 -3.5370 -4.5591
C31 4.5923 -0.8673 -2.9884
H30 7.4131 -0.2189 2.6751
C32 1.4195 6.1355 1.5087
Cl5 -6.9252 3.4101 -2.3116
C33 -0.4589 1.0114 4.5509
N2 0.7940 1.0124 -1.4525
H31 4.4740 -2.8882 4.2335
Se1 -1.9051 -2.8523 -3.1818
H32 -4.3946 -7.2939 -2.8020
O4 -0.9549 -2.7745 0.2389
H33 0.5621 -2.3028 -3.2498
H34 -5.8209 -5.7180 -0.3970
C34 3.8633 0.1473 -0.9238
C35 5.4633 -0.0497 1.7286
H35 -6.2585 -3.4247 -3.4680
C36 4.8083 1.5422 -2.6296
C37 3.0545 2.0868 2.3173
H36 -1.7831 -5.2689 -2.5370
H37 1.6314 7.6052 0.0709
Cl6 -0.9979 -2.2273 1.5915

ΔE to the lowest compared entry with this formula, charge and spin = 3.215 eV
orbital gap = 6.0725 eV
HOMO energy = -0.237 Ha
total energy = -9802.8331 Eh

(2)
Here is a structure of composition C37H37ClGe2MoN3O5S3 in a non-equilibrium geometry from the Open Molecules 2025 dataset. Energies are from wB97M-V/def2-TZVPD.

Atoms and positions in Å:
Cl1 -3.2192 2.9901 4.8973
C1 -1.0852 -2.4900 -3.3699
H1 -4.4011 0.9242 1.2353
H2 -3.5410 -1.5908 0.1620
C2 -1.8249 -2.0253 2.9714
H3 1.0361 0.3071 5.1937
C3 -3.1255 0.4575 -2.4443
C4 -1.5216 -3.7013 -2.8522
H4 -2.2691 -1.1978 3.5227
H5 -3.8108 5.8279 1.0541
H6 -0.7830 -2.1348 3.2618
C5 -3.0436 3.9835 1.8028
S1 -4.2402 -0.7554 -2.2235
C6 2.0589 -2.9720 -0.6366
S2 -3.2046 1.1546 -3.9540
C7 2.7605 -2.0619 -2.7320
H7 3.1214 -1.4295 1.3903
C8 -0.8469 -1.5662 -1.1225
N1 -1.3291 1.0417 2.2053
C9 1.4047 3.3173 -2.5849
C10 3.1479 0.4400 0.3309
H8 1.2685 1.4008 -5.3700
H9 3.9295 2.2659 -4.2622
N2 -1.9482 -1.8144 1.5226
H10 -2.3439 -2.9453 3.2613
H11 -5.6756 4.7485 -0.1752
H12 4.1870 0.5564 -3.9040
C11 3.1843 -3.3196 -3.1383
O1 0.6409 -0.6815 1.8286
C12 -4.2557 1.9927 1.1833
C13 -0.9839 1.3938 4.4116
C14 4.6870 -0.1664 2.0968
O2 -1.0930 1.8813 6.7052
S3 -2.1592 1.2274 -1.2216
O3 1.4100 -0.4081 3.9002
C15 4.8894 1.9719 1.0280
H13 -1.9489 -4.7987 -1.0648
H14 5.3890 2.9268 0.9215
C16 0.8992 0.8619 -4.4956
H15 -3.8929 -2.6619 1.5265
H16 0.9917 -0.2079 -4.6836
C17 0.6150 -0.1659 3.0000
C18 3.6087 -0.4708 1.2805
Mo1 -0.7015 -0.0289 0.3445
H17 5.0237 -0.8897 2.8285
C19 2.4754 -4.2320 -1.0365
C20 -0.5295 0.7728 3.2371
C21 -0.7523 -1.4572 -2.5150
H18 -3.8253 -0.9099 1.7800
C22 -1.3617 -2.9962 0.8570
H19 1.7620 3.9272 -3.4162
C23 -1.2845 -2.8072 -0.6279
C24 3.8460 1.5028 -3.4859
H20 -1.7969 -4.5180 -3.5066
H21 6.1631 1.3010 2.6189
H22 3.6305 -3.4501 -4.1165
C25 -0.4713 1.3566 5.8184
H23 -2.2183 4.4469 2.3278
C26 2.1912 -1.8709 -1.4774
C27 -1.6136 -3.8537 -1.4782
H24 2.3602 -5.0792 -0.3710
H25 0.3177 3.3980 -2.5414
H26 -1.0194 -2.3455 -4.4413
C28 5.3265 1.0590 1.9757
C29 -3.2141 2.6054 1.8569
H27 1.8210 3.7127 -1.6602
Ge1 1.6664 -0.0474 -0.8966
O4 0.6948 2.7294 0.3239
H28 -0.3550 -3.1194 1.2647
H29 4.5060 1.7710 -2.6620
C30 -2.1163 2.0766 4.0024
H30 3.4799 2.3814 -0.5279
H31 -5.9392 2.2896 -0.0928
C31 0.1797 1.7246 0.1997
C32 -4.9787 4.1465 0.3925
H32 2.8738 -1.2183 -3.4031
H33 -0.1579 1.1037 -4.3732
H34 1.6220 -2.8416 0.3467
O5 0.6692 0.7321 6.0165
H35 3.3660 -5.3900 -2.6104
C33 3.0373 -4.4085 -2.2932
C34 3.8094 1.6614 0.2141
N3 -2.3090 1.8494 2.6772
H36 -0.4186 -0.5205 -2.9427
C35 -3.9333 4.7535 1.0754
H37 -1.9351 -3.8982 1.1091
C36 -5.1317 2.7713 0.4426
Ge2 1.9437 1.4411 -2.9166
C37 -3.3847 -1.7375 1.2244

2S+1 = 4
orbital gap (alpha / beta) = 7.5949 / 6.2192 eV
HOMO energy (alpha / beta) = -0.297 / -0.313 Ha
total energy = -7849.4149 Eh

(3)
Here is a structure of composition C37H37F3N11O5PSSeTi in a non-equilibrium geometry from the Open Molecules 2025 dataset. Energies are from wB97M-V/def2-TZVPD.

Atoms and positions in Å:
C1 1.6609 6.3323 -1.4004
P1 -1.2494 -1.6278 0.1671
C2 -0.8623 1.0820 -2.7239
F1 -2.9136 0.4069 -3.7657
C3 -0.0985 -1.9259 -2.3564
C4 0.0143 -2.4833 -3.6180
C5 3.5688 -2.5078 -0.5936
F2 -2.2963 2.4523 -4.0823
C6 -1.7777 -3.5414 -1.7746
C7 2.0951 -0.0471 2.3685
H1 2.8998 -1.4960 5.2024
C8 -0.6209 5.6376 -1.8176
C9 0.3919 6.6222 -1.8131
N1 2.5473 -0.8648 1.4411
O1 -0.0558 0.6943 -3.5392
C10 3.1374 -1.3402 4.1509
C11 0.2348 -4.4999 2.6144
C12 -2.9153 -0.9159 0.1747
H2 4.8309 -0.7578 2.9481
H3 0.5048 -1.0673 -2.0705
C13 3.0721 1.0802 -4.2925
C14 -1.5605 2.4677 3.1550
H4 -1.6862 1.6645 0.8822
C15 2.9385 -1.1692 -0.7829
Ti1 0.8478 0.8061 -0.3879
H5 4.8368 -0.0602 4.5702
H6 5.2404 -1.7613 4.3418
H7 1.0164 -2.8104 1.5302
N2 2.2808 -0.2836 3.6500
N3 3.1300 4.5963 -0.5464
C16 -2.1529 -4.7847 2.5155
N4 -1.4607 1.1643 2.9063
C17 2.9226 -0.4939 -2.0698
C18 0.1412 -3.3781 1.8106
C19 3.5412 -0.9959 -3.2162
H8 1.7806 0.3004 4.3202
C20 -3.4615 -0.5055 1.3876
C21 -0.7665 -3.5776 -3.9514
H9 4.0764 -0.5619 -5.2486
C22 -1.0106 -2.4299 -1.4424
H10 -3.0399 -5.3379 2.7889
H11 -1.6114 5.9210 -2.1420
C23 -4.9548 -0.3193 -0.9426
C24 4.6062 -0.9525 3.9934
O2 -0.7362 -0.8200 3.1972
H12 -2.2397 -4.9780 -3.2830
H13 3.6329 -2.7400 0.4669
C25 -0.3870 4.3493 -1.4110
H14 -6.4661 0.5671 0.2853
H15 1.1971 -4.8426 2.9650
C26 -1.1067 -2.9565 1.3711
Se1 3.0592 2.9417 -0.0805
H16 0.1398 7.6236 -2.1228
H17 -5.5458 -0.2726 -1.8445
H18 -0.9496 2.5364 5.0848
H19 2.4517 7.0629 -1.3849
C27 1.9462 5.0157 -0.9828
O3 -0.1487 -0.5545 0.3075
H20 2.9197 -2.2503 3.5876
C28 -3.6764 -0.8506 -0.9883
H21 -2.0675 4.1871 2.1425
O4 -0.6714 1.2247 -1.4754
N5 -0.7791 0.3178 3.6380
H22 -2.4745 -3.9429 -1.0564
H23 3.9614 -1.9888 -3.2161
C29 -2.3086 1.4552 -3.2030
H24 1.9590 2.4686 -3.0997
S1 1.3175 1.4675 1.9207
H25 3.1286 1.7505 -5.1325
F3 -3.0672 1.8446 -2.1631
H26 -0.8334 -6.0755 3.5927
H27 -1.1776 3.6147 -1.3626
C30 -1.6470 -4.1162 -3.0246
C31 0.9124 4.0025 -0.9983
C32 -2.2532 -3.6639 1.7106
N6 -2.0252 2.6324 0.8064
H28 -3.2201 -3.3323 1.3587
N7 2.3296 0.7260 -2.0500
N8 2.4191 -0.4544 0.1805
O5 -0.1755 0.6730 4.6448
H29 2.9637 -3.2697 -1.0908
C33 -0.9095 -5.2011 2.9650
N9 1.3448 2.8046 -0.5682
H30 -3.2828 -1.2197 -1.9247
N10 -1.3526 3.0688 4.3237
C34 2.4236 1.4891 -3.1380
C35 -4.7317 0.0383 1.4223
H31 0.6920 -2.0457 -4.3353
C36 3.6097 -0.1990 -4.3453
H32 -5.1488 0.3610 2.3630
H33 -3.0036 2.5913 0.5164
H34 -2.8814 -0.6255 2.2862
H35 -0.6880 -4.0050 -4.9372
C37 -5.4760 0.1406 0.2567
N11 -1.9325 3.1887 2.0928
H36 4.5687 -2.5357 -1.0237
H37 -1.4355 4.0660 4.4154

charge = +2
ΔE to the lowest compared entry with this formula, charge and spin = 0.384 eV
orbital gap = 6.5998 eV
HOMO energy = -0.494 Ha
total energy = -6700.2868 Eh

Question: Which of these has the lowest total energy?
Answer: C37H37Cl6GeN2O4P2SeY

Question: The lowest total energy belongs to which entry?
Answer: C37H37Cl6GeN2O4P2SeY

Question: Which value of total energy does entry 3 give?
Answer: -6700.2868 Eh